#i
{
  "formula": "C9H11O3",
  "method": "wB97M-V/def2-TZVPD",
  "species": ["C", "C", "O", "O", "H", "H", "H", "C", "C", "C", "C", "C", "C", "C", "O", "H", "H", "H", "H", "H", "H", "H", "H"],
  "coordinates": [[-3.0218, 2.1368, 0.8863], [-3.7489, 0.9371, 1.5062], [-3.0560, -0.0853, 1.8086], [-4.9857, 1.0250, 1.6071], [-2.1019, 2.3318, 1.4535], [-3.6440, 3.0228, 0.8425], [-2.6579, 1.7632, -0.0727], [3.8741, -0.8943, -0.8717], [-0.3553, -0.6908, -0.3252], [0.4885, -0.8328, 0.7707], [0.1872, -0.4159, -1.5938], [1.8430, -1.0632, 0.5487], [1.5579, -0.2668, -1.7107], [2.3942, -0.6874, -0.6661], [-1.6906, -0.6384, -0.2139], [-2.0262, -0.4874, 0.7569], [0.0698, -0.8826, 1.7700], [-0.4172, -0.3198, -2.4843], [2.4423, -1.5812, 1.2950], [2.0707, 0.3486, -2.4481], [4.4333, -0.6751, 0.0422], [4.2596, -0.1705, -1.5941], [4.0847, -1.8738, -1.3071]],
  "nbo_charge": [-0.744, 0.780, -0.816, -0.743, 0.198, 0.205, 0.225, -0.617, 0.325, -0.294, -0.266, -0.190, -0.207, -0.100, -0.714, 0.520, 0.222, 0.214, 0.196, 0.197, 0.205, 0.199, 0.205],
  "lumo_ev": 3.1,
  "spin_multiplicity": 1,
  "e_homo_ev": -4.613,
  "charge": -1
}

***

#ii
{
  "formula": "C9H11O3",
  "method": "wB97M-V/def2-TZVPD",
  "species": ["C", "C", "O", "O", "H", "H", "H", "C", "C", "C", "C", "C", "C", "C", "O", "H", "H", "H", "H", "H", "H", "H", "H"],
  "coordinates": [[3.0239, 2.0714, -1.3361], [3.1347, 0.5301, -1.3293], [2.5405, -0.1355, -0.4423], [3.8531, 0.0638, -2.2502], [2.9411, 2.3089, -2.3967], [3.8975, 2.6109, -0.9633], [2.1723, 2.3772, -0.7334], [-1.0221, -2.5061, 2.3636], [-0.7246, 0.1498, -0.2060], [-1.9353, 0.7977, -0.0148], [-0.4618, -1.1006, 0.3802], [-1.4264, -1.5967, 1.2423], [-2.9607, 0.1738, 0.7009], [-2.7172, -1.0298, 1.3389], [-2.0725, 2.0911, -0.4294], [-0.0425, 0.6912, -0.8503], [0.4990, -1.5092, 0.0890], [-3.9166, 0.6887, 0.7751], [-2.9625, 2.3772, -0.3319], [-1.7373, -3.2352, 2.7585], [-0.7540, -1.9512, 3.2725], [-3.4152, -1.6100, 1.9237], [-0.1625, -3.1262, 2.0993]],
  "nbo_charge": [-0.742, 0.758, -0.810, -0.795, 0.207, 0.197, 0.192, -0.624, -0.240, 0.283, -0.174, -0.066, -0.302, -0.211, -0.674, 0.250, 0.271, 0.188, 0.466, 0.196, 0.209, 0.203, 0.216],
  "lumo_ev": 2.9,
  "spin_multiplicity": 1,
  "e_homo_ev": -3.871,
  "charge": -1
}

***

Relative energies, hartree: #i 0.0000; #ii 0.0242.

***

#i
{
  "formula": "C4H2N2O",
  "method": "wB97M-V/def2-TZVPD",
  "species": ["N", "C", "C", "C", "C", "N", "O", "H", "H"],
  "coordinates": [[-1.8769, -3.5029, 0.0304], [-1.3654, -2.5104, 0.3407], [-0.6747, -1.3446, 0.6201], [0.0223, -0.3680, 0.7382], [0.9984, 0.7375, 0.7264], [1.6935, 0.7470, -0.4403], [1.1531, 1.5093, 1.6471], [1.5284, 0.0580, -1.1570], [2.4278, 1.4268, -0.5640]],
  "nbo_charge": [-0.228, 0.212, -0.100, 0.037, 0.596, -0.794, -0.545, 0.408, 0.414],
  "lumo_ev": -0.4,
  "spin_multiplicity": 1,
  "e_homo_ev": -11.017,
  "smiles": "N#CC#CC(N)=O",
  "charge": 0
}

***

#ii
{
  "formula": "C4H2N2O",
  "method": "wB97M-V/def2-TZVPD",
  "species": ["O", "C", "C", "N", "C", "C", "N", "H", "H"],
  "coordinates": [[-0.7542, 0.5577, -2.7888], [-0.5500, 0.0324, -1.7655], [-0.4886, -0.6404, -0.6383], [-0.3367, -1.3825, 0.4494], [0.2354, -0.5439, 1.3441], [0.5467, 0.7126, 0.7146], [-0.0169, 0.6867, -0.4760], [0.6239, -1.1322, 2.1512], [0.7406, 1.7098, 1.0094]],
  "nbo_charge": [-0.467, 0.706, 0.140, -0.388, -0.039, -0.074, -0.339, 0.230, 0.232],
  "lumo_ev": 0.3,
  "spin_multiplicity": 1,
  "e_homo_ev": -9.947,
  "smiles": "O=c1c2nccn12",
  "charge": 0
}

***

Relative energies, hartree: #i 0.0000; #ii 0.0587.

***

#i
{
  "formula": "C2H6N2",
  "method": "wB97M-V/def2-TZVPD",
  "species": ["C", "N", "H", "H", "H", "C", "N", "H", "H", "H"],
  "coordinates": [[1.3882, 0.7645, 0.4323], [1.2982, 0.7097, -0.7900], [2.2552, 1.1126, 0.9811], [0.3771, 0.2102, 1.0040], [0.2558, 0.2257, -1.0302], [-1.1221, -0.3899, -0.5129], [-0.9218, -0.4135, 0.7945], [-1.7331, 0.4265, -0.8912], [-1.1313, -1.3014, -1.1124], [-0.6663, -1.3444, 1.1248]],
  "nbo_charge": [-0.073, -0.505, 0.200, 0.213, 0.291, -0.212, -0.647, 0.194, 0.186, 0.352],
  "lumo_ev": 0.6,
  "spin_multiplicity": 1,
  "e_homo_ev": -9.392,
  "smiles": "C=N.C=N",
  "charge": 0
}

***

#ii
{
  "formula": "C2H6N2",
  "method": "wB97M-V/def2-TZVPD",
  "species": ["C", "N", "H", "H", "H", "C", "N", "H", "H", "H"],
  "coordinates": [[-5.5227, -2.0739, -1.7017], [-5.0705, -1.1761, -2.4768], [-4.8803, -2.9490, -1.5480], [-6.4008, -2.1507, -1.0447], [-5.7978, -0.7509, -3.0639], [5.8712, 1.6235, 1.8211], [4.6235, 1.8593, 1.8557], [6.2375, 1.2259, 0.8753], [6.5421, 2.0085, 2.5828], [4.3978, 2.3834, 2.7003]],
  "nbo_charge": [-0.009, -0.628, 0.142, 0.145, 0.350, -0.061, -0.581, 0.167, 0.150, 0.324],
  "lumo_ev": 1.1,
  "spin_multiplicity": 1,
  "e_homo_ev": -9.453,
  "smiles": "C=N.C=N",
  "charge": 0
}

***

#iii
{
  "formula": "C2H6N2",
  "method": "wB97M-V/def2-TZVPD",
  "species": ["H", "N", "C", "C", "N", "H", "H", "H", "H", "H"],
  "coordinates": [[-1.7154, 1.6159, 0.4245], [-1.6897, 0.6887, 0.1526], [-0.4459, 0.3451, 0.0733], [-0.1163, -1.1067, 0.1239], [0.7596, 1.1250, -0.1123], [-0.9396, -1.6440, -0.1624], [0.0541, -1.5593, 1.1878], [0.7492, -1.5037, -0.3096], [1.4959, 0.6130, 0.4036], [0.6762, 2.0950, 0.2308]],
  "nbo_charge": [0.324, -0.688, 0.452, -0.695, -0.824, 0.242, 0.224, 0.217, 0.374, 0.374],
  "lumo_ev": 0.9,
  "spin_multiplicity": 1,
  "e_homo_ev": -9.751,
  "smiles": "[H]/N=C(/C)N",
  "charge": 0
}

***

#iv
{
  "formula": "C2H6N2",
  "method": "wB97M-V/def2-TZVPD",
  "species": ["C", "C", "N", "N", "H", "H", "H", "H", "H", "H"],
  "coordinates": [[-0.6680, -0.2798, 0.2649], [0.6467, 0.2485, -0.1902], [1.9213, -0.3485, -0.2375], [-1.8823, 0.4286, 0.1976], [-0.6377, -0.8965, 1.1564], [1.1226, 0.8042, 0.6771], [0.5455, 0.9012, -1.0633], [1.9732, -1.1780, 0.3673], [-1.1681, -0.8038, -0.6135], [-1.8533, 1.1239, -0.5586]],
  "nbo_charge": [-0.293, -0.295, -0.600, -0.584, 0.211, 0.361, 0.206, 0.315, 0.365, 0.314],
  "lumo_ev": -2.0,
  "spin_multiplicity": 1,
  "e_homo_ev": -6.961,
  "charge": 0
}

***

Relative energies, hartree: #i 0.0926; #ii 0.0722; #iii 0.0000; #iv 0.2386.

***

#i
{
  "formula": "C2H6N2",
  "method": "wB97M-V/def2-TZVPD",
  "species": ["C", "N", "C", "N", "H", "H", "H", "H", "H", "H"],
  "coordinates": [[0.9660, 0.5681, -0.8115], [1.0174, -0.2198, 0.4027], [-0.2695, -0.3367, 0.8927], [-1.4310, -0.3762, 0.1025], [0.3337, 1.4761, -0.7931], [1.9473, 0.7023, -1.2823], [0.5777, -0.3980, -1.1962], [-0.4056, -0.9138, 1.8332], [-0.7636, 0.6903, 0.5591], [-1.9724, -1.1923, 0.2929]],
  "nbo_charge": [-0.484, -0.323, -0.120, -0.819, 0.196, 0.211, 0.250, 0.194, 0.503, 0.392],
  "lumo_ev": -0.7,
  "spin_multiplicity": 1,
  "e_homo_ev": -8.432,
  "charge": 0
}

***

#ii
{
  "formula": "C2H6N2",
  "method": "wB97M-V/def2-TZVPD",
  "species": ["H", "N", "C", "N", "C", "H", "H", "H", "H", "H"],
  "coordinates": [[2.6481, 0.0764, -1.2673], [1.6535, 0.1900, -1.4305], [0.9689, -0.0076, -0.3805], [-0.3855, -0.1809, -0.4108], [-1.2058, -0.0521, 0.7773], [1.4211, -0.0361, 0.6162], [-0.8507, 0.1580, -1.2406], [-1.2911, 0.9966, 1.0764], [-2.1740, -0.5315, 0.6480], [-0.7846, -0.6127, 1.6118]],
  "nbo_charge": [0.342, -0.724, 0.283, -0.611, -0.414, 0.141, 0.390, 0.183, 0.209, 0.201],
  "lumo_ev": 1.1,
  "spin_multiplicity": 1,
  "e_homo_ev": -8.944,
  "smiles": "[H]/N=C/NC",
  "charge": 0
}

***

Relative energies, hartree: #i 0.2217; #ii 0.0000.